No. 1
ORCA calculation (ωB97M-V with the def2-TZVPD basis set) on a cluster of 11 separate species, C40H58O33 in total.

Each line ends with the Mulliken charge.
Geometry (Å):
C 1.448 2.934 -3.997  0.498
C 1.039 1.735 -4.961  1.074
O 1.832 2.070 -6.118  -0.402
C 2.765 2.982 -5.812  0.540
O 3.623 3.370 -6.607  -0.578
O 2.647 3.360 -4.494  -0.448
H 1.441 2.620 -2.953  -0.196
H 0.658 3.685 -4.026  -0.036
H -0.014 1.856 -5.217  0.149
H 1.297 0.813 -4.440  -0.783
C 4.083 -1.424 3.072  -0.102
C 5.557 -1.852 2.984  -0.405
O 5.354 -2.789 1.937  -0.444
C 4.130 -3.269 1.821  0.681
O 3.823 -4.205 1.069  -0.576
O 3.414 -2.581 2.654  -0.076
H 3.820 -0.476 2.603  0.219
H 3.800 -1.175 4.095  0.210
H 5.991 -2.228 3.910  0.254
H 6.317 -1.131 2.684  0.292
C 0.912 -1.078 1.485  1.943
C -0.375 -0.324 1.925  -0.100
O -0.690 0.373 0.771  0.549
C 0.247 0.313 -0.182  -0.345
O 0.237 0.975 -1.230  -0.093
O 1.190 -0.533 0.175  -0.349
H 0.823 -2.164 1.497  -1.008
H 1.647 -0.689 2.190  -0.391
H -0.130 0.448 2.655  -0.178
H -1.125 -1.052 2.235  0.061
C 0.859 -5.140 1.984  1.452
C 1.632 -6.466 2.145  -0.256
O 1.306 -6.907 3.404  -0.369
C 0.420 -6.147 4.041  0.595
O -0.042 -6.350 5.150  -0.593
O 0.180 -5.076 3.263  -0.373
H 0.055 -5.237 1.254  -0.155
H 1.486 -4.253 1.899  -0.777
H 2.666 -6.152 1.996  0.228
H 1.577 -7.223 1.363  0.304
C 0.471 -4.489 -1.605  -1.590
C 0.061 -2.976 -1.766  2.298
C 0.783 -2.232 -2.854  0.253
O -0.195 -1.586 -3.572  -0.174
C -1.373 -2.053 -3.196  0.479
O -2.493 -1.781 -3.703  -0.718
O -1.243 -2.919 -2.287  -0.381
H 0.683 -4.820 -2.621  0.524
H -0.381 -5.100 -1.304  0.360
H 1.269 -4.606 -0.871  0.216
H 0.132 -2.398 -0.845  -1.391
H 1.232 -3.009 -3.473  0.227
H 1.541 -1.598 -2.395  -0.189
C -5.802 -3.763 -0.074  -1.510
C -4.430 -3.477 -0.674  0.378
C -4.006 -2.074 -0.705  -0.352
O -2.714 -2.121 -0.077  0.972
C -2.568 -3.235 0.482  -0.242
O -1.559 -3.616 1.126  -0.574
O -3.581 -4.052 0.209  -0.405
H -5.949 -3.275 0.890  0.303
H -5.868 -4.843 0.052  0.361
H -6.677 -3.462 -0.651  0.398
H -4.340 -3.865 -1.688  0.272
H -4.701 -1.462 -0.130  0.379
H -3.852 -1.715 -1.723  -0.004
C -4.775 2.356 1.539  -1.783
C -3.849 1.192 1.839  2.184
C -3.192 1.137 3.228  -0.562
O -3.538 -0.171 3.589  -0.303
C -4.299 -0.800 2.779  0.654
O -4.740 -1.933 3.039  -0.595
O -4.608 0.031 1.758  -0.422
H -5.027 2.371 0.479  0.297
H -4.369 3.279 1.954  0.406
H -5.728 2.202 2.044  0.476
H -3.016 1.100 1.142  -0.843
H -3.777 1.813 3.852  0.449
H -2.128 1.343 3.337  0.185
C -2.974 1.406 -2.569  -1.523
C -2.345 1.803 -3.893  1.110
C -3.417 2.072 -5.020  -0.519
O -3.115 3.356 -5.404  -0.354
C -2.187 3.887 -4.726  0.601
O -1.818 5.029 -4.804  -0.306
O -1.808 3.110 -3.743  0.215
H -3.447 2.260 -2.085  0.626
H -2.176 1.078 -1.902  -0.416
H -3.657 0.557 -2.564  0.422
H -1.471 1.165 -4.026  -0.148
H -4.457 2.049 -4.695  0.362
H -3.268 1.404 -5.869  0.339
C -1.166 4.041 0.111  -0.805
C -0.599 5.309 -0.365  0.470
C 0.904 5.303 -0.515  -0.465
O 1.171 6.030 -1.661  -0.284
C 0.054 6.181 -2.373  0.666
O -0.015 6.520 -3.562  -0.319
O -1.036 5.710 -1.687  -0.311
H -1.306 3.304 -0.680  -0.059
H -2.165 4.284 0.473  0.315
H -0.528 3.588 0.870  0.288
H -0.805 6.065 0.392  0.325
H 1.437 4.355 -0.444  0.280
H 1.240 5.992 0.261  0.347
C 0.078 3.248 6.283  -1.342
C 1.236 2.290 5.937  0.341
C 1.787 1.436 7.065  -0.445
O 1.552 0.104 6.590  -0.418
C 1.051 0.060 5.406  0.633
O 0.867 -0.981 4.788  -0.478
O 0.778 1.277 5.027  -0.202
H 0.480 4.020 6.939  0.388
H -0.704 2.648 6.748  0.357
H -0.468 3.685 5.446  0.322
H 2.011 2.697 5.287  0.290
H 1.349 1.557 8.056  0.279
H 2.862 1.298 7.186  0.269
C 4.464 0.391 -0.922  -1.560
C 4.202 0.818 -2.383  0.626
C 5.495 0.755 -3.270  -0.463
O 4.935 0.295 -4.449  -0.399
C 3.681 -0.263 -4.267  0.272
O 3.018 -0.753 -5.159  -0.541
O 3.248 0.034 -3.046  0.334
H 4.765 -0.657 -0.900  0.498
H 3.698 0.574 -0.169  -0.006
H 5.222 1.014 -0.447  0.518
H 3.879 1.848 -2.531  0.139
H 6.145 0.042 -2.762  0.325
H 6.032 1.702 -3.325  0.353

The LUMO energy (spin up / spin down) comes out at -0.1007 / -0.3298 Eh. The calculation puts the HOMO energy (spin up / spin down) at -11.691 / -11.691 eV. The charge is +1. Its expectation value of S² is 0.758. As for the spin multiplicity: 2. The calculation puts the orbital gap (spin up / spin down) at 8.95 / 2.72 eV.



No. 2
ORCA calculation (ωB97M-V with the def2-TZVPD basis set) on a structure of composition C40H59BN10O3V.

Each line ends with the Mulliken charge.
Geometry (Å):
V -0.754 0.081 -0.057  1.322
C 2.490 0.342 4.961  -1.372
C 2.661 0.206 3.490  0.412
C 3.848 0.067 2.804  -1.167
C 3.489 -0.092 1.458  -0.162
N 2.162 -0.038 1.336  -0.327
N 1.657 0.144 2.583  0.655
B 0.159 0.075 2.856  -0.801
N -0.431 -1.165 2.123  -0.098
N -1.466 -1.112 1.265  0.106
C -2.035 -2.324 1.202  -0.271
C -1.302 -3.191 2.018  -0.824
C -0.303 -2.422 2.595  0.213
C 0.673 -2.817 3.642  -1.484
C -3.366 -2.616 0.554  2.650
C -4.363 -2.870 1.701  -1.887
C -3.867 -1.433 -0.275  -1.258
C -3.278 -3.872 -0.321  -1.793
N -0.570 1.355 2.406  0.488
N -1.200 1.522 1.225  1.167
C -1.902 2.668 1.287  -0.922
C -1.681 3.253 2.532  -0.734
C -0.835 2.399 3.214  0.184
C -0.276 2.623 4.567  -1.597
C -2.807 3.254 0.229  2.773
C -3.730 2.177 -0.340  -0.989
C -1.937 3.875 -0.870  -1.538
C -3.682 4.355 0.844  -2.352
C 4.485 -0.373 0.362  2.500
C 3.872 -0.327 -1.038  -1.611
C 5.608 0.672 0.416  -1.936
C 5.074 -1.769 0.618  -1.738
H 3.457 0.237 5.447  0.422
H 1.827 -0.428 5.348  0.248
H 2.071 1.309 5.232  0.142
H 4.836 0.078 3.221  0.569
H -0.036 -0.063 4.017  0.039
H -1.470 -4.236 2.177  0.633
H 0.755 -3.899 3.686  0.500
H 0.321 -2.466 4.613  0.244
H 1.654 -2.384 3.464  0.195
H -4.469 -1.981 2.320  0.397
H -4.038 -3.694 2.331  0.364
H -5.339 -3.118 1.289  0.494
H -3.596 -0.499 0.213  -0.254
H -4.950 -1.471 -0.358  0.678
H -3.468 -1.449 -1.287  0.174
H -3.062 -4.753 0.281  0.392
H -2.497 -3.752 -1.068  0.240
H -4.224 -4.022 -0.837  0.469
H -2.074 4.174 2.905  0.632
H -0.738 3.505 5.002  0.483
H 0.796 2.796 4.492  0.183
H -0.446 1.770 5.219  0.344
H -3.167 1.399 -0.844  -0.445
H -4.411 2.616 -1.064  0.566
H -4.314 1.739 0.468  0.325
H -1.327 3.106 -1.340  0.083
H -1.288 4.639 -0.442  0.398
H -2.565 4.335 -1.629  0.439
H -4.273 3.962 1.668  0.477
H -4.360 4.737 0.086  0.444
H -3.079 5.185 1.203  0.433
H 3.636 0.703 -1.293  0.311
H 2.980 -0.946 -1.098  0.112
H 4.595 -0.698 -1.761  0.583
H 5.200 1.673 0.283  0.407
H 6.326 0.481 -0.380  0.449
H 6.134 0.639 1.366  0.378
H 4.301 -2.533 0.556  0.284
H 5.528 -1.817 1.605  0.392
H 5.839 -1.987 -0.124  0.478
N 0.875 1.312 -0.870  -0.301
C 1.136 1.014 -2.281  -0.438
C -0.002 1.454 -3.197  -1.102
C -1.403 1.063 -2.675  0.567
O -2.401 1.382 -3.272  -0.603
O -1.361 0.402 -1.572  0.221
H 0.813 2.323 -0.727  0.333
H 1.633 0.953 -0.269  0.204
H 1.278 -0.069 -2.375  0.037
H 2.059 1.503 -2.630  0.553
H 0.112 0.998 -4.184  0.520
H -0.007 2.540 -3.332  0.337
C -4.366 -8.708 -7.446  -1.389
C -4.016 -7.358 -6.907  0.698
C -3.420 -7.212 -5.662  -0.955
C -3.122 -5.961 -5.147  -0.222
C -3.414 -4.816 -5.880  0.571
N -3.219 -3.508 -5.405  -0.039
C -2.499 -2.971 -4.384  0.270
O -2.779 -1.876 -3.943  -0.623
N -1.416 -3.722 -3.943  -0.084
C -0.563 -3.386 -2.912  0.677
C 0.556 -4.166 -2.616  -0.759
C 1.333 -3.817 -1.526  -1.380
C 1.012 -2.692 -0.778  -1.101
N -0.015 -1.906 -1.092  1.083
C -0.781 -2.258 -2.113  -1.026
C -4.021 -4.955 -7.127  -0.694
C -4.310 -6.206 -7.631  -0.790
H -3.663 -9.462 -7.099  0.376
H -4.367 -8.690 -8.532  0.374
H -5.364 -8.999 -7.113  0.283
H -3.199 -8.090 -5.068  0.373
H -2.706 -5.894 -4.153  0.480
H -3.854 -2.827 -5.800  0.324
H -1.184 -4.548 -4.479  0.470
H 0.810 -5.014 -3.236  0.458
H 2.194 -4.411 -1.268  0.539
H 1.601 -2.413 0.086  0.560
H -1.612 -1.613 -2.343  0.117
H -4.272 -4.071 -7.693  0.396
H -4.786 -6.290 -8.597  0.378

The LUMO energy (spin up / spin down) comes out at -0.0896 / -0.0771 Eh. The calculation puts the HOMO energy (spin up / spin down) at -10.380 / -10.381 eV. The charge is +1. Its expectation value of S² is 2.011. As for the spin multiplicity: 3. The calculation puts the orbital gap (spin up / spin down) at 7.94 / 8.28 eV.



For the records above, the corresponding max |F| values read 7.0 4.0 eV Å⁻¹.